Formula: C18H17N3O2S
Source: the Open Molecules 2025 dataset
Level of theory: ωB97M-V/def2-TZVPD

Structure (XYZ):
```
41
Properties=species:S:1:pos:R:3:nbo_charge:R:1
S -3.635 1.486 0.359 0.25
O -0.906 3.193 -0.514 -0.60
O -2.528 -3.227 -1.138 -0.62
N -0.867 1.202 -1.622 -0.62
N -1.004 -2.241 0.232 -0.41
N 0.659 -0.438 -1.963 -0.48
C 1.033 -0.124 2.438 -0.16
C 1.386 1.444 -0.674 -0.29
C -1.482 2.294 -1.079 0.68
C 1.852 -0.982 -1.794 0.05
C 2.626 0.854 -0.477 0.06
C 2.860 -0.391 -1.058 -0.29
C -2.990 2.234 -1.193 -0.60
C 0.633 -1.199 1.677 -0.28
C 3.683 1.548 0.319 -0.64
C 0.227 1.003 2.562 -0.25
C -0.173 -3.421 0.120 -0.43
C 0.434 0.751 -1.415 0.38
C -3.002 -1.055 -0.375 -0.31
C -2.623 0.000 0.368 -0.08
C -0.979 1.047 1.906 -0.15
C -2.199 -2.259 -0.476 0.63
C -0.592 -1.179 0.997 0.29
C -1.402 -0.025 1.114 -0.19
H -1.421 0.525 -2.134 0.42
H 4.329 2.119 -0.348 0.23
H -0.699 -4.116 -0.534 0.26
H -3.414 3.236 -1.213 0.26
H 1.984 -0.162 2.947 0.21
H -0.026 -3.884 1.097 0.20
H 1.151 2.407 -0.256 0.26
H 4.302 0.828 0.850 0.22
H 1.991 -1.942 -2.275 0.20
H -1.615 1.915 1.986 0.24
H -3.922 -1.055 -0.938 0.24
H -3.340 1.646 -2.041 0.22
H 0.791 -3.168 -0.323 0.20
H 3.237 2.237 1.031 0.22
H 3.812 -0.884 -0.936 0.22
H 1.280 -2.057 1.605 0.22
H 0.547 1.837 3.166 0.22
```

Results
ΔE to the lowest compared entry with this formula, charge and spin = 39.4 kJ/mol
SMILES = Cc1ccnc(NC(=O)CSc2cc(=O)n(C)c3ccccc23)c1